Here is an isolated molecule of C14H22O6S from the OMol25 dataset. Energies are from ωB97M-V/def2-TZVPD.

Computed properties:
**Structure (SMILES)**: COC(=O)C1(S(=O)(=O)C2(C(=O)OC)CCCC2)CCCC1
**Maximum force**: 1.0 eV Å⁻¹
**Calculated total energy**: -1396.300749 a.u.
**Frontier orbital gap**: 0.40307 Eh

The geometry in ORCA input format:
```
! RIJCOSX wB97M-V def2-TZVPD def2/J DEFGRID3
* xyz 0 1
C 0.35 2.72 2.19
O 0.82 1.45 1.72
C 1.08 1.36 0.42
O 0.93 2.27 -0.36
C 1.63 0.02 0.03
S 0.18 -1.02 -0.64
O 0.38 -2.37 -0.16
O 0.13 -0.87 -2.06
C -1.45 -0.48 0.07
C -1.70 0.96 -0.27
O -1.98 1.81 0.55
O -1.60 1.18 -1.57
C -1.72 2.53 -2.00
C -1.47 -0.77 1.57
C -2.21 -2.11 1.70
C -3.26 -2.02 0.60
C -2.49 -1.42 -0.58
C 2.63 0.13 -1.12
C 3.64 -0.98 -0.85
C 3.78 -0.95 0.67
C 2.33 -0.77 1.14
H -0.67 2.88 1.85
H 0.39 2.67 3.28
H 0.99 3.51 1.81
H -1.80 2.49 -3.08
H -0.83 3.09 -1.70
H -2.61 3.00 -1.56
H -0.46 -0.82 1.98
H -2.01 0.03 2.08
H -2.64 -2.25 2.69
H -1.52 -2.92 1.49
H -3.69 -2.99 0.35
H -4.06 -1.35 0.90
H -3.12 -0.90 -1.29
H -1.95 -2.20 -1.12
H 2.13 0.03 -2.08
H 3.11 1.11 -1.09
H 4.58 -0.81 -1.37
H 3.23 -1.94 -1.17
H 4.23 -1.85 1.07
H 4.38 -0.09 0.97
H 2.27 -0.27 2.11
H 1.86 -1.75 1.23
*
```